# C38H43CuN6OS

C38H43CuN6OS as an isolated structure (ωB97M-V/def2-TZVPD, OMol25).

Cartesian coordinates (Å):
Cu: -0.55362 0.35024 -0.12608
N: 2.66468 1.14524 1.77106
C: 2.75513 0.48808 3.12064
C: 3.28685 -0.93722 3.00483
C: 2.29939 -1.88150 2.31419
N: 2.19162 -1.50705 0.88756
C: 0.93797 -1.84268 3.01025
C: 0.34265 -0.44662 3.20186
N: -0.35949 0.05840 1.98083
C: 1.38730 0.50295 3.79518
H: 3.55318 1.55348 1.49119
H: 1.94328 1.94177 1.80348
H: 2.38396 0.41494 1.07722
H: 3.44499 1.09541 3.70552
H: 3.45505 -1.29780 4.02265
H: 4.25545 -0.95932 2.49856
H: 2.68468 -2.90120 2.40641
H: 1.27839 -1.73994 0.51540
H: 2.88769 -2.00436 0.34487
H: 1.07514 -2.27496 4.00495
H: 0.23033 -2.49102 2.48588
H: -0.42528 -0.53076 3.97630
H: -0.45721 1.07820 2.09907
H: -1.29861 -0.33055 2.03538
H: 1.54649 0.17612 4.82479
H: 1.00115 1.52398 3.83298
N: -5.10681 4.29524 -8.37725
C: -4.62509 3.84629 -7.43648
C: -4.01692 3.27856 -6.26185
C: -3.06617 4.00380 -5.55006
C: -2.47936 3.44892 -4.42564
C: -2.83110 2.17015 -4.00476
C: -3.78509 1.45175 -4.72165
C: -4.38098 2.00090 -5.84222
C: -2.19621 1.58519 -2.78887
C: -2.55586 2.10666 -1.58767
C: -3.51088 3.17768 -1.35161
C: -3.57617 3.35517 -0.01342
C: -2.67302 2.38937 0.55720
N: -2.07972 1.65860 -0.34525
C: -1.25537 0.50642 -3.03026
C: -1.01702 -0.07653 -4.28223
C: -0.05534 -1.07702 -4.10857
C: 0.21185 -0.99520 -2.75927
N: -0.44600 -0.07907 -2.07412
H: -2.79374 4.99691 -5.87971
H: -1.73852 4.00870 -3.86934
H: -4.07363 0.46384 -4.38600
H: -5.13007 1.44945 -6.39354
H: -4.05653 3.71371 -2.11015
H: -4.16202 4.07295 0.53665
H: -2.47755 2.25571 1.61190
H: -1.49060 0.19346 -5.21044
H: 0.36632 -1.75242 -4.83488
H: 2.10096 -1.59264 -2.48904
S: 0.47442 3.20531 1.41051
C: -0.59295 4.13821 2.45763
C: -1.08692 3.62804 3.66214
C: -1.97306 4.35847 4.44260
C: -2.38983 5.61709 4.03653
C: -1.90590 6.13652 2.84262
C: -1.02061 5.40899 2.06226
H: -0.76486 2.64589 3.99314
H: -2.33853 3.94080 5.37286
H: -3.07809 6.18815 4.64510
H: -2.22107 7.11916 2.51436
H: -0.64854 5.81346 1.12990
C: 3.70986 -7.01030 -5.31831
C: 3.03596 -5.99680 -4.44501
C: 3.53096 -4.69669 -4.33428
C: 2.93785 -3.74260 -3.53672
C: 3.59152 -2.38203 -3.45985
C: 1.74850 -4.08167 -2.81685
C: 0.98953 -3.19915 -2.05435
O: 1.23273 -1.77331 -2.07016
C: 1.26658 -5.43265 -2.88049
C: 0.05201 -5.85345 -2.10140
C: 1.91165 -6.33784 -3.68863
H: 4.34812 -6.53410 -6.06032
H: 2.97726 -7.62978 -5.83480
H: 4.33449 -7.67699 -4.71916
H: 4.42436 -4.43013 -4.88717
H: 4.57620 -2.41314 -3.92087
H: 3.76812 -2.05685 -2.42609
H: 3.04198 -1.60669 -4.01413
H: 0.02063 -3.38584 -1.62895
H: 0.14588 -5.60248 -1.04338
H: -0.09104 -6.92861 -2.17795
H: -0.85230 -5.37230 -2.48263
H: 1.53064 -7.35104 -3.74313

Results
LUMO (alpha / beta): -2.73 / -4.18 eV
expectation value of S²: 0.792
net charge: +1
E_HOMO (alpha / beta): -8.870 / -8.870 eV
multiplicity: 2

Mulliken population analysis, charges in e, atoms 1 to 2: atom 1 (Cu): -0.2798, atom 2 (N): 0.2261



# C38H43HfN5O2

C38H43HfN5O2 as an isolated structure (ωB97M-V/def2-TZVPD, OMol25).

Cartesian coordinates (Å):
Hf: -0.31885 0.13790 -0.06555
C: 2.05947 -0.24292 3.45073
C: 0.86820 0.59954 3.00779
C: -0.09496 0.82969 4.17568
C: 1.24509 1.92169 2.35777
C: 2.43169 2.56542 2.68828
C: 2.70720 3.83010 2.19576
C: 1.79709 4.47214 1.36927
C: 0.60899 3.86023 0.99101
C: -0.38730 4.60543 0.12003
C: 0.26677 5.29238 -1.08338
C: -1.13025 5.65052 0.96582
C: 0.35190 2.57305 1.48801
N: -0.80277 1.85099 1.03827
C: -2.04862 2.13262 1.56453
O: -2.32173 2.91812 2.43391
C: -3.09116 1.29191 0.88532
C: -4.44744 1.52780 0.94089
C: -5.28026 0.77030 0.12474
C: -4.73179 -0.16041 -0.75399
C: -3.36864 -0.34426 -0.73856
N: -2.57342 0.34407 0.09451
C: -2.60059 -1.14487 -1.75740
O: -3.11163 -1.65607 -2.71591
N: -1.25671 -1.07897 -1.45249
C: -0.20432 -1.46585 -2.31575
C: 0.71062 -0.45278 -2.66802
C: 1.87040 -0.80532 -3.36057
C: 2.09638 -2.11667 -3.72134
C: 1.18128 -3.10473 -3.36735
C: 0.03687 -2.81194 -2.64347
C: -0.90691 -3.92368 -2.23106
C: -1.59172 -4.52973 -3.46130
C: -0.18044 -5.00096 -1.41938
C: 0.49585 1.02977 -2.35639
C: 0.39993 1.88916 -3.62536
C: 1.61089 1.58773 -1.44619
H: 1.71886 -1.22725 3.77530
H: 2.56371 0.21766 4.30016
H: 2.79462 -0.36878 2.65216
H: 0.33284 -0.02928 2.26649
H: 0.42007 1.39949 4.95065
H: -0.41691 -0.11959 4.60721
H: -0.97012 1.40578 3.88145
H: 3.13760 2.09053 3.35577
H: 3.62876 4.32442 2.47287
H: 2.01813 5.47153 1.01816
H: -1.11826 3.88478 -0.25742
H: 0.92067 6.10424 -0.76539
H: -0.50252 5.72956 -1.72055
H: 0.86080 4.61007 -1.69632
H: -0.42465 6.40349 1.32160
H: -1.61397 5.19657 1.82875
H: -1.88725 6.15678 0.36570
H: -4.81980 2.30578 1.59344
H: -6.34933 0.93605 0.13939
H: -5.33330 -0.71816 -1.45871
H: 2.57549 -0.03902 -3.66079
H: 2.97817 -2.37362 -4.29322
H: 1.37126 -4.12871 -3.66321
H: -1.68037 -3.49860 -1.59103
H: -0.86088 -5.00056 -4.12141
H: -2.12836 -3.76538 -4.02119
H: -2.30645 -5.29237 -3.15226
H: 0.60370 -5.48454 -2.00372
H: -0.88732 -5.77419 -1.11809
H: 0.26961 -4.58426 -0.51501
H: -0.52726 1.19464 -1.92903
H: 1.34723 1.86517 -4.16214
H: 0.17188 2.92362 -3.36925
H: -0.37886 1.50304 -4.28082
H: 2.56881 1.43487 -1.94247
H: 1.77290 1.10797 -0.45571
H: 1.48566 2.64903 -1.24504
N: 2.89231 -2.86568 0.58850
C: 2.44503 -1.72683 0.05909
N: 1.21128 -1.45562 0.45695
C: 0.83422 -2.51042 1.29958
C: -0.36477 -2.73836 1.97058
C: -0.44471 -3.87964 2.73893
C: 0.63578 -4.77211 2.83805
C: 1.82381 -4.55452 2.17028
C: 1.89702 -3.40232 1.39642
H: 3.80365 -3.26530 0.42200
H: 3.02419 -1.12214 -0.62049
H: -1.20677 -2.05400 1.89192
H: -1.35593 -4.10025 3.27790
H: 0.53081 -5.65583 3.45181
H: 2.64985 -5.24915 2.24329

Results
LUMO: -6.69 eV
net charge: +2
E_HOMO: -14.094 eV

Mulliken population analysis, charges in e, atoms 1 to 2: atom 1 (Hf): -0.4689, atom 2 (C): -2.2374



# C38H43N4ORhS

C38H43N4ORhS as an isolated structure (ωB97M-V/def2-TZVPD, OMol25).

Cartesian coordinates (Å):
Rh: 0.27957 -0.43702 0.50852
N: 4.29362 -1.46398 1.31774
C: 4.58941 -1.28798 -0.03158
C: 5.77933 -1.37611 -0.74538
C: 5.69543 -1.14388 -2.10297
C: 4.47354 -0.84221 -2.72992
C: 3.29771 -0.75589 -2.01444
C: 3.37428 -0.97786 -0.64050
N: 2.38097 -0.96190 0.33376
C: 2.97437 -1.26004 1.47616
C: 2.20767 -1.33167 2.71651
C: 2.59962 -1.68771 3.96754
S: 1.27806 -1.60027 5.04004
C: 0.27389 -1.09660 3.76710
N: 0.87326 -0.99568 2.61366
H: 4.95307 -1.68664 2.04549
H: 6.72031 -1.61688 -0.27001
H: 6.59265 -1.20301 -2.70339
H: 4.45924 -0.68097 -3.79914
H: 2.35341 -0.54046 -2.49963
H: 3.57394 -1.99616 4.31094
H: -0.77364 -0.87779 3.91365
C: 1.62158 -5.23940 -0.85923
C: 0.21835 -4.70727 -0.76385
C: -0.88628 -5.54964 -0.94666
C: -2.20431 -5.08053 -0.85733
C: -3.36381 -6.01704 -1.05322
C: -2.42502 -3.75013 -0.58026
C: -1.33811 -2.84801 -0.38318
C: -0.01654 -3.38129 -0.49588
N: -1.45184 -1.54678 -0.07853
C: -2.72747 -0.81342 0.06546
C: -3.53847 -1.33191 1.26971
C: -4.80131 -0.48099 1.44523
C: -4.40622 0.96627 1.74343
C: -3.59350 1.51812 0.57157
C: -4.43660 1.48334 -0.70524
C: -4.82830 0.03623 -1.00960
C: -5.63408 -0.53786 0.16020
C: -3.56662 -0.81018 -1.22585
C: -2.35059 0.64729 0.35725
H: 1.65107 -6.18323 -1.39991
H: 2.03212 -5.41767 0.13659
H: 2.27497 -4.53292 -1.37206
H: -0.71839 -6.59599 -1.17328
H: -3.03161 -6.99547 -1.39310
H: -4.06402 -5.62136 -1.78891
H: -3.90929 -6.15366 -0.11836
H: -3.44331 -3.40838 -0.50914
H: 0.82693 -2.70841 -0.38912
H: -2.91015 -1.27149 2.16649
H: -3.81028 -2.37898 1.14549
H: -5.38000 -0.88650 2.27731
H: -3.82404 1.01581 2.66965
H: -5.29862 1.57726 1.89388
H: -3.27531 2.54106 0.78432
H: -3.87626 1.90745 -1.54354
H: -5.33129 2.09549 -0.57290
H: -5.42716 0.00055 -1.92124
H: -5.92805 -1.57006 -0.05337
H: -6.55527 0.03392 0.29124
H: -2.96068 -0.39278 -2.03621
H: -3.85099 -1.81556 -1.52878
H: -1.72867 0.69470 1.27109
H: -1.77100 1.04924 -0.48137
C: 2.82555 7.79328 -0.46506
C: 2.46116 6.34377 -0.39319
C: 1.41097 5.90838 0.41091
C: 1.05901 4.57449 0.49682
C: -0.08349 4.18856 1.39053
C: 1.80075 3.63301 -0.26501
C: 1.51892 2.23842 -0.23783
O: 0.62902 1.68412 0.44358
C: 2.87620 4.06258 -1.09365
C: 3.69563 3.10944 -1.92840
C: 3.18085 5.40474 -1.13654
H: 2.14680 8.41063 0.11834
H: 2.81144 8.13932 -1.49948
H: 3.83955 7.94516 -0.09049
H: 0.85222 6.63673 0.98537
H: -0.50445 5.07553 1.85863
H: 0.24402 3.50294 2.17332
H: -0.87081 3.67667 0.83614
H: 2.15140 1.60112 -0.86592
H: 3.08656 2.59786 -2.67612
H: 4.19262 2.35002 -1.32146
H: 4.46809 3.65978 -2.46023
H: 3.99667 5.74430 -1.76321

Results
LUMO (alpha / beta): -5.38 / -7.04 eV
expectation value of S²: 6.047
net charge: +2
E_HOMO (alpha / beta): -13.321 / -13.805 eV
multiplicity: 5

Mulliken population analysis, charges in e, atoms 1 to 2: atom 1 (Rh): 0.4630, atom 2 (N): -0.0673



Sequential energy above the lowest of the compared OMol25 structures with the same formula, charge and spin output: 3.083, 0.000, 0.000 eV
Sequential max |F| output: 0.36, 0.68, 0.11 eV/A
Sequential M output: 695.4, 780.3, 706.8 g mol⁻¹